Formula: C2H5FIN
Source: the Open Molecules 2025 dataset
Level of theory: the ωB97M-V functional and the def2-TZVPD basis

The electronic energy is -531.404912 a.u. The strongest force on any atom comes out at 0.103 Eh/bohr. Its orbital gap is 9.00 eV. For the relative energy (zero: lowest compared OMol25 entry of this formula, charge and spin), the calculation gives 2.780 eV. The calculation puts the highest occupied orbital energy at -8.913 eV. As for the total charge: 0.

Element x y z (Å)
C  -0.56  0.10  1.21
C  0.69  -2.09  0.11
N  0.28  -0.15  0.08
F  0.25  -2.42  1.30
I  -0.47  -3.14  -1.35
H  0.01  -0.38  2.01
H  -0.78  1.10  1.49
H  -1.62  -0.33  1.07
H  1.71  -1.77  -0.01
H  -0.27  -0.13  -0.75

Formula: C2H5FIP
Source: the Open Molecules 2025 dataset
Level of theory: the ωB97M-V functional and the def2-TZVPD basis

The electronic energy is -818.084069 a.u. The strongest force on any atom comes out at 0.044 Eh/bohr. Its orbital gap is 9.79 eV. For the relative energy (zero: lowest compared OMol25 entry of this formula, charge and spin), the calculation gives 1.440 eV. The calculation puts the highest occupied orbital energy at -9.460 eV. As for the total charge: 0. As for the SMILES: C/C=P\F.I.

Element x y z (Å)
C  0.41  0.23  -0.97
C  -0.07  -1.00  -0.11
F  -2.40  -0.80  -0.97
P  -1.51  -1.77  0.04
I  -0.64  2.03  -4.93
H  1.10  0.85  -0.39
H  1.10  0.03  -1.91
H  -0.45  0.71  -1.49
H  -2.19  2.03  -4.28
H  0.68  -1.41  0.58

Formula: C2H5FN2
Source: the Open Molecules 2025 dataset
Level of theory: the ωB97M-V functional and the def2-TZVPD basis

The electronic energy is -288.397812 a.u. The strongest force on any atom comes out at 0.200 Eh/bohr. Its orbital gap (spin up / spin down) is 10.17 / 10.16 eV. For the relative energy (zero: lowest compared OMol25 entry of this formula, charge and spin), the calculation gives 4.652 eV. The calculation puts the highest occupied orbital energy (spin up / spin down) at -10.827 / -10.805 eV. As for the total charge: 0. As for the SMILES: CC/N=N\F.

Element x y z (Å)
C  -0.49  0.12  -0.50
C  0.61  -0.47  0.36
N  1.62  -0.96  -0.43
N  3.00  -0.38  -0.30
F  3.08  0.66  0.58
H  -1.40  -0.03  0.00
H  -0.23  1.24  -0.64
H  -0.55  -0.21  -1.46
H  0.32  -1.34  0.89
H  0.93  0.45  1.06

Formula: C2H5FN2O2
Source: the Open Molecules 2025 dataset
Level of theory: the ωB97M-V functional and the def2-TZVPD basis

The electronic energy is -438.762530 a.u. The strongest force on any atom comes out at 0.156 Eh/bohr. Its orbital gap is 9.19 eV. For the relative energy (zero: lowest compared OMol25 entry of this formula, charge and spin), the calculation gives 4.894 eV. The calculation puts the highest occupied orbital energy at -9.413 eV. As for the total charge: 0.

Element x y z (Å)
C  0.11  -0.07  0.11
C  0.91  0.75  -0.82
H  -0.40  2.27  1.79
H  -0.94  -0.23  1.92
H  0.28  1.59  -1.28
H  1.50  1.40  -0.28
H  0.04  -2.65  1.01
N  -0.92  0.38  0.89
N  0.23  -1.29  -0.13
O  -0.90  1.94  0.94
O  -1.09  -1.91  0.50
F  1.58  -0.03  -1.75

Formula: C2H5FO
Source: the Open Molecules 2025 dataset
Level of theory: the ωB97M-V functional and the def2-TZVPD basis

The electronic energy is -254.240717 a.u. The strongest force on any atom comes out at 0.116 Eh/bohr. Its orbital gap is 10.51 eV. For the relative energy (zero: lowest compared OMol25 entry of this formula, charge and spin), the calculation gives 1.368 eV. The calculation puts the highest occupied orbital energy at -9.474 eV. As for the total charge: 0. As for the SMILES: OCCF.

Element x y z (Å)
C  -0.67  -0.17  -0.25
C  1.07  0.15  0.39
O  -1.10  -1.32  0.31
F  1.76  -0.80  -0.36
H  -1.21  0.75  0.10
H  -0.66  -0.15  -1.35
H  1.54  1.08  0.30
H  0.91  -0.16  1.35
H  -0.69  -2.10  -0.09

Formula: C2H5FO
Source: the Open Molecules 2025 dataset
Level of theory: the ωB97M-V functional and the def2-TZVPD basis

The electronic energy is -254.254321 a.u. The strongest force on any atom comes out at 0.092 Eh/bohr. Its orbital gap is 10.50 eV. For the relative energy (zero: lowest compared OMol25 entry of this formula, charge and spin), the calculation gives 0.998 eV. The calculation puts the highest occupied orbital energy at -9.526 eV. As for the total charge: 0.

Element x y z (Å)
C  1.19  0.16  0.09
C  -0.72  0.04  -0.39
O  -1.34  -1.04  0.12
F  -1.24  1.20  0.11
H  1.30  1.09  0.62
H  1.35  -0.72  0.70
H  1.72  0.11  -0.84
H  -0.75  0.07  -1.47
H  -1.53  -0.91  1.06